# 1
{
  "formula": "C3H2FO2Tm",
  "method": "ωB97M-V/def2-TZVPD",
  "symbols": ["F", "O", "O", "C", "C", "C", "H", "H", "Tm"],
  "coordinates": [[1.98011, -0.72106, -1.73974], [-0.59672, 0.84300, -0.19178], [1.35775, 1.58967, -1.57555], [-0.74349, -0.54282, -0.36632], [0.65168, -0.81726, -0.69543], [1.00558, 0.58316, -1.02341], [-1.46855, -0.82077, -1.14700], [1.16677, -1.51077, -0.02713], [-1.99588, 0.09391, 2.14202]],
  "forces_ev_per_a": [[-0.3, -2.4, -1.6], [-2.4, -2.4, 1.3], [-1.8, -4.8, 3.0], [-0.3, 3.2, -3.3], [3.2, 0.9, 1.4], [2.0, 5.2, -1.3], [-0.8, -0.5, 1.1], [0.3, 0.4, -0.2], [0.2, 0.3, -0.3]],
  "max_force_ha_per_bohr": 0.115,
  "charge": 1,
  "e_above_lowest_kcal_mol": 114.2,
  "e_tot_ev": -39468.881,
  "s2": 3.761,
  "multiplicity": 4,
  "gap_ev": [4.8, 6.3]
}

***

# 2
{
  "formula": "C3H2FO2Y",
  "method": "ωB97M-V/def2-TZVPD",
  "symbols": ["F", "O", "O", "C", "C", "C", "H", "H", "Y"],
  "coordinates": [[-2.19261, 1.17825, -0.13537], [1.80269, -0.55941, -0.06344], [0.05561, 1.50247, 0.03500], [0.67271, -1.05705, 0.20561], [-1.02134, 0.60275, -0.38814], [-0.46171, -0.26984, 0.52531], [0.49207, -2.10423, -0.08122], [-1.53472, -0.84362, 0.14212], [2.18729, 1.55068, -0.23987]],
  "forces_ev_per_a": [[0.9, -1.1, -1.6], [0.6, 0.7, 0.6], [4.0, 4.3, -3.5], [-0.3, 0.0, -1.6], [2.7, 3.9, 5.4], [-6.4, -6.1, -3.3], [0.3, 0.0, 0.7], [1.4, -1.3, 2.8], [-3.2, -0.5, 0.5]],
  "max_force_ha_per_bohr": 0.183,
  "charge": 2,
  "e_above_lowest_kcal_mol": 124.5,
  "e_tot_ev": -10973.619,
  "gap_ev": [6.6, 6.9]
}

***

# 3
{
  "formula": "C3H2FO3",
  "method": "ωB97M-V/def2-TZVPD",
  "symbols": ["C", "C", "C", "O", "O", "O", "F", "H", "H"],
  "coordinates": [[-1.15161, 0.60698, 0.37767], [-2.35126, 0.14093, 0.18483], [2.07759, -0.29406, -0.28116], [1.88780, 0.07320, -1.40975], [2.62149, 0.01568, 0.75407], [-3.37934, -0.43177, -0.09260], [1.34037, -1.55790, -0.02518], [-0.77588, 1.45112, -0.25604], [-0.26917, -0.00418, 0.74816]],
  "forces_ev_per_a": [[1.8, 0.5, -0.6], [-2.1, -2.6, -1.3], [-0.6, -1.1, 0.9], [0.3, 0.8, -1.0], [0.8, 1.0, 0.2], [2.7, 2.2, 1.2], [-0.5, -0.6, -0.1], [-0.8, -0.6, 0.8], [-1.6, 0.4, -0.1]],
  "max_force_ha_per_bohr": 0.072,
  "charge": -1,
  "e_above_lowest_kcal_mol": 24.5,
  "e_tot_ev": -12004.479,
  "gap_ev": 8.5
}

***

# 4
{
  "formula": "C3H2FOV",
  "method": "ωB97M-V/def2-TZVPD",
  "symbols": ["C", "O", "C", "C", "F", "H", "H", "V"],
  "coordinates": [[0.44030, -0.57201, -0.75935], [-1.26443, -0.27476, -0.44367], [-0.78726, 0.60655, 0.46103], [0.59529, 0.42312, 0.26379], [0.91002, -0.33473, -2.00740], [0.51409, -1.64271, -0.53668], [1.40237, 0.54511, 0.98319], [-1.81038, 1.24942, 2.03908]],
  "forces_ev_per_a": [[-1.7, -1.1, -1.4], [1.3, 0.1, -1.5], [3.0, -1.5, -0.6], [-1.5, 1.8, 2.7], [-1.0, -0.1, 1.5], [-0.1, 0.3, 0.0], [0.2, 0.5, -0.7], [-0.1, 0.1, 0.0]],
  "max_force_ha_per_bohr": 0.071,
  "charge": 1,
  "e_tot_ev": -33581.991,
  "s2": 3.794,
  "multiplicity": 4,
  "gap_ev": [5.9, 6.2]
}

***

# 5
{
  "formula": "C3H2GaO3",
  "method": "ωB97M-V/def2-TZVPD",
  "symbols": ["C", "C", "O", "C", "O", "O", "H", "Ga", "H"],
  "coordinates": [[1.46345, 0.59801, -1.14568], [1.37250, 0.47150, 0.11900], [0.48751, 0.59539, 0.99668], [-0.85769, 0.14519, 0.78412], [-1.11485, -0.91298, 1.29171], [-1.30183, 0.51443, -0.35064], [2.18246, 0.25222, -1.89092], [-2.10492, -2.27453, 1.45405], [-0.12662, 0.61078, -1.25832]],
  "forces_ev_per_a": [[1.1, -1.0, -3.0], [-4.1, 1.5, 3.4], [2.6, -0.6, 1.8], [0.5, 5.8, -11.5], [-0.3, -4.5, 5.1], [1.7, -0.6, 3.6], [0.3, 0.5, -1.0], [-2.0, -1.8, 0.7], [0.1, 0.6, 0.9]],
  "max_force_ha_per_bohr": 0.250,
  "charge": 4,
  "e_above_lowest_kcal_mol": 13.7,
  "e_tot_ev": -61587.685,
  "s2": 0.756,
  "multiplicity": 2,
  "gap_ev": [4.1, 4.6]
}

***

# 6
{
  "formula": "C3H2IN2",
  "method": "ωB97M-V/def2-TZVPD",
  "symbols": ["C", "C", "C", "N", "N", "I", "H", "H"],
  "coordinates": [[0.68716, 0.69568, 0.47577], [-0.70784, -1.06272, 0.71706], [0.74749, 0.78602, -0.95382], [0.21543, -0.27973, 1.12611], [1.52027, 1.51236, -0.21744], [-2.45898, -0.43232, -0.25285], [-0.86108, -2.04608, 1.15825], [0.85753, 0.82678, -2.05309]],
  "forces_ev_per_a": [[-0.2, -0.9, -5.0], [-2.5, 0.4, 1.2], [0.9, 1.3, -0.8], [0.0, -1.2, 2.1], [0.9, 1.5, 2.1], [0.9, -0.2, 0.2], [0.7, -0.1, -0.3], [-0.6, -0.6, 0.5]],
  "max_force_ha_per_bohr": 0.099,
  "charge": 1,
  "e_above_lowest_kcal_mol": 32.4,
  "e_tot_ev": -14211.513,
  "gap_ev": 8.4,
  "smiles": "I/C=N\\C1=[N+]=C1"
}